The following is a DFT calculation (wB97M-V/def2-TZVPD) of a molecular structure, C38H20BN8O2RuTe4 in a non-equilibrium geometry.

Element x y z (Å)
1 Ru -0.24858 -0.38617 -0.33472
2 C -6.89540 -0.51789 -0.79228
3 C -6.75812 0.86125 -1.02230
4 C -5.50936 1.45883 -1.00941
5 C -4.40332 0.65861 -0.75904
6 C -2.98343 0.96923 -0.63894
7 N -2.47769 2.13634 -1.01384
8 C -1.17330 2.44083 -0.74319
9 C -0.55069 3.67964 -1.03840
10 C -0.95466 4.78756 -1.80363
11 C -0.05419 5.80347 -2.01088
12 C 1.24916 5.75487 -1.45790
13 C 1.65574 4.67757 -0.70245
14 C 0.75433 3.63138 -0.49092
15 C 0.90368 2.34726 0.12652
16 N 1.93554 1.96096 0.85496
17 C 2.04577 0.69688 1.29882
18 N 1.47591 -0.43150 0.75880
19 C 1.87342 -1.55166 1.47429
20 N 1.53763 -2.83976 1.21491
21 C 0.44796 -3.14358 0.58035
22 N -0.59579 -2.28453 0.27671
23 C -1.69494 -2.99436 -0.13956
24 N -2.90904 -2.53352 -0.33887
25 C -3.20618 -1.23985 -0.33673
26 N -2.32301 -0.16667 -0.30844
27 C -4.53426 -0.72044 -0.55286
28 C -5.79321 -1.32017 -0.56497
29 C -1.30553 -4.39361 -0.23691
30 C -1.96486 -5.50126 -0.75880
31 C -1.27355 -6.69770 -0.83453
32 C 0.05664 -6.79082 -0.39982
33 C 0.71595 -5.68931 0.11880
34 C 0.02333 -4.48745 0.20142
35 C 2.73849 -1.12305 2.50317
36 C 3.35056 -1.79981 3.57760
37 C 4.03940 -1.06506 4.50859
38 C 4.14784 0.34730 4.40439
39 C 3.55856 1.02112 3.36209
40 C 2.84727 0.28566 2.40312
41 N -0.25951 1.63367 -0.08578
42 H -7.88663 -0.95693 -0.79488
43 H -7.64196 1.45877 -1.21154
44 H -5.38280 2.51889 -1.19062
45 H -1.94536 4.81964 -2.24116
46 H -0.33428 6.65039 -2.62702
47 H 1.93442 6.57353 -1.64528
48 H 2.65476 4.61956 -0.28737
49 H -5.89298 -2.38452 -0.39326
50 H -2.97844 -5.40702 -1.12749
51 H -1.75469 -7.56933 -1.26254
52 H 0.57991 -7.73525 -0.49414
53 H 1.75228 -5.74036 0.42802
54 H 3.26369 -2.87606 3.66402
55 H 4.50292 -1.56695 5.35108
56 H 4.69449 0.89548 5.16320
57 H 3.62278 2.09900 3.27476
58 Te -0.67038 -0.70291 -2.87823
59 Te -1.95222 1.51692 -3.72227
60 Te -2.42343 0.25123 -8.38709
61 Te -1.54551 -0.36251 -5.94072
62 O 2.43736 -1.36926 -1.80305
63 B 1.52686 -0.32616 -1.52965
64 O 2.04958 0.88923 -2.01521
65 C 3.25905 0.58613 -2.55300
66 C 4.13547 1.41653 -3.21015
67 C 5.28213 0.82604 -3.74868
68 C 5.51749 -0.53679 -3.62652
69 C 4.61596 -1.37205 -2.96000
70 C 3.49326 -0.78093 -2.43149
71 H 3.92502 2.47240 -3.31407
72 H 5.99375 1.44296 -4.28334
73 H 6.40808 -0.96554 -4.06918
74 H 4.77560 -2.43827 -2.87196

As for the charge: -2. As for the spin multiplicity: 6. As for the HOMO-LUMO gap (spin up / spin down): 3.76 / 3.75 eV. The calculation puts the largest force on an atom at 0.03046 Eh/bohr. The calculation puts the total energy at -88184.07720 eV. For the HOMO energy (spin up / spin down), the calculation gives -0.329 / -1.155 eV.